83
Properties=species:S:1:pos:R:3 method="wB97M-V/def2-TZVPD" energy_ev=-130944.757 smiles="C[C@@]1(P(O)O)OC(=O)O[C@@]1(S)P(=O)(O)O.CCOS(C)(=O)=O.CCOS(C)(=O)=O.CCOS(C)(=O)=O.CCOS(C)(=O)=O" lumo_energy_ha=0.010 gap_ev=8.7 molar_mass_da=774.8
C 0.002 0.514 -0.471
C -0.833 -0.630 -1.178
P -2.198 -1.121 0.031
O -2.847 -2.590 -0.355
O -1.557 -1.291 1.542
O -1.273 0.034 -2.380
C -0.077 0.135 -3.113
O 0.190 1.080 -3.703
O 0.648 -1.004 -2.942
C 0.101 -1.697 -1.789
S -0.679 -3.175 -2.616
P 1.317 -2.532 -0.653
O 0.549 -3.308 0.314
O 2.137 -3.554 -1.606
O 2.286 -1.503 0.118
H -0.336 1.496 -0.829
H 1.073 0.426 -0.688
H -0.156 0.538 0.618
H -3.699 -2.483 -0.796
H -0.590 -1.404 1.494
H -1.961 -2.792 -2.862
H 2.326 -4.306 -1.016
H 2.856 -1.005 -0.495
O 0.770 3.792 0.860
S 1.569 4.738 1.579
O 2.924 4.448 1.934
O 0.775 5.194 2.886
C 0.285 4.168 3.771
C 1.384 3.625 4.663
C 1.521 6.289 0.742
H -0.196 3.369 3.205
H -0.483 4.632 4.389
H 2.122 3.068 4.084
H 0.967 2.955 5.415
H 1.913 4.438 5.163
H 0.485 6.540 0.527
H 2.082 6.182 -0.184
H 1.981 7.044 1.375
O -0.181 2.233 -9.956
S 0.039 0.901 -9.480
O -0.924 0.236 -8.659
O 1.464 0.837 -8.763
C 1.746 1.794 -7.726
C 1.102 1.409 -6.408
C 0.439 -0.142 -10.845
H 1.442 2.795 -8.038
H 2.830 1.808 -7.611
H 0.016 1.480 -6.467
H 1.441 2.067 -5.611
H 1.346 0.379 -6.146
H 1.217 0.335 -11.435
H -0.463 -0.266 -11.441
H 0.772 -1.105 -10.466
O -3.851 2.969 2.487
S -3.986 3.658 3.732
O -3.027 3.502 4.784
O -5.447 3.391 4.320
C -5.882 2.027 4.456
C -5.297 1.368 5.690
C -4.196 5.379 3.412
H -5.646 1.459 3.554
H -6.968 2.060 4.541
H -4.219 1.235 5.591
H -5.747 0.388 5.848
H -5.467 1.985 6.574
H -4.969 5.504 2.659
H -3.246 5.764 3.045
H -4.469 5.879 4.339
O 4.849 -5.868 2.869
S 4.051 -7.048 2.732
O 3.547 -7.458 1.458
O 2.842 -6.978 3.771
C 2.011 -5.803 3.761
C 1.003 -5.834 2.631
C 4.895 -8.407 3.474
H 2.626 -4.902 3.719
H 1.487 -5.790 4.716
H 1.496 -5.751 1.663
H 0.299 -5.007 2.723
H 0.450 -6.775 2.632
H 5.224 -8.115 4.468
H 5.753 -8.645 2.848
H 4.219 -9.257 3.521